(1)
Entry from OMol25: 2 unconnected molecules or ions with the total composition C3H10N3 (ωB97M-V with the def2-TZVPD basis set).

Element x y z (Å)
C  -0.72476  -0.53749  -1.47055
C  0.50913  -0.11815  1.19729
C  0.85311  0.37209  -0.26092
N  -1.81823  -0.20308  -0.98811
N  2.04415  -0.00666  -0.76459
N  -0.74250  0.43373  1.67567
H  -0.69767  -0.90564  -2.53386
H  0.34144  -1.17146  1.36407
H  1.36093  0.22025  1.80790
H  0.42312  1.29207  -0.54847
H  -2.64051  -0.36894  -1.49571
H  2.42368  0.54770  -1.44177
H  2.53927  -0.98639  -0.78741
H  -0.77537  1.49426  1.95687
H  -1.17201  -0.14957  2.27505
H  -1.92379  0.08727  0.01455

LUMO, eV: -3.6
ΔE to the lowest compared entry with this formula, charge and spin, kJ/mol: 394.03
Net charge: +1
Frontier orbital gap, eV: 9.47



(2)
Entry from OMol25: 3 unconnected molecules or ions with the total composition H6O3 (ωB97M-V with the def2-TZVPD basis set).

Element x y z (Å)
O  -0.28033  -2.00289  -0.96733
H  -0.50733  -2.46789  -1.77933
H  -0.41233  -1.08689  -1.30433
O  1.61867  1.92411  1.12967
H  1.40167  1.23811  0.49167
H  2.42567  1.49511  1.44767
O  -1.74333  0.52711  0.32267
H  -0.88433  0.68911  0.80067
H  -1.61833  -0.31589  -0.14133

LUMO, eV: 0.3
ΔE to the lowest compared entry with this formula, charge and spin, kJ/mol: 73.83
Net charge: 0
SMILES: O.O.O
Frontier orbital gap, eV: 11.92



(3)
Entry from OMol25: 7 unconnected molecules or ions with the total composition C9H39BN2O6 (ωB97M-V with the def2-TZVPD basis set).

Element x y z (Å)
O  -0.50728  -5.63601  2.10213
H  0.16476  -5.00322  1.83844
H  -1.01915  -5.81946  1.31097
H  -0.11450  -6.45305  2.41798
O  3.04235  -3.70072  -3.85812
H  2.92221  -3.46261  -2.93591
H  3.47213  -2.95760  -4.28784
H  3.64333  -4.44911  -3.87651
O  0.69218  0.41534  0.46653
H  -0.09330  0.59935  -0.05382
H  1.43597  0.87229  0.06707
H  0.90993  -0.51935  0.44317
B  1.76400  -3.32274  -0.09583
H  1.86750  -4.39676  -0.09338
H  1.66007  -2.95934  0.91481
H  2.65736  -2.90851  -0.53691
H  0.89325  -3.03102  -0.66235
C  1.92540  -0.35586  5.88167
O  0.72946  -0.31538  5.12444
H  2.11241  -1.41241  6.07361
H  2.65411  0.13910  5.23973
H  1.83252  -0.03114  6.91803
H  0.20328  0.42516  5.43482
C  2.25770  4.25765  -1.39919
C  3.58948  3.67265  -0.81613
C  3.76959  4.16043  0.59915
O  2.57365  4.09573  1.44477
C  2.51960  5.15756  2.22211
N  3.68528  2.25963  -0.95844
H  1.51269  4.26784  -0.60361
H  1.81188  3.69495  -2.21939
H  2.32919  5.30749  -1.68347
H  4.36344  4.11992  -1.43986
H  4.01527  5.20699  0.41897
H  4.53538  3.74316  1.25302
H  3.47903  5.30217  2.71877
H  1.78212  5.14895  3.02470
H  2.19250  6.00934  1.62579
H  4.60230  2.00111  -0.62326
H  3.75655  2.03049  -1.93952
C  -4.28570  -0.99681  0.04258
C  -4.03081  -0.72556  -1.44701
C  -5.24450  -0.74898  -2.32412
O  -5.71498  -2.07584  -2.16897
C  -6.94434  -2.15087  -2.92297
N  -3.24423  0.43897  -1.62249
H  -4.70865  -0.14516  0.57542
H  -3.38923  -1.05247  0.66012
H  -4.88907  -1.87651  0.26656
H  -3.37836  -1.54691  -1.74331
H  -5.03335  -0.35094  -3.31663
H  -6.05714  -0.13405  -1.93735
H  -7.78025  -1.66142  -2.42319
H  -7.07764  -3.19839  -3.19324
H  -6.87937  -1.66727  -3.89765
H  -3.08931  0.54804  -2.61456
H  -3.87670  1.19136  -1.39013

LUMO, eV: -6.3
Net charge: +2
Frontier orbital gap, eV: 7.22



(4)
Entry from OMol25: C5H8N2 in the gas phase (ωB97M-V with the def2-TZVPD basis set).

Element x y z (Å)
C  -0.94983  1.15958  -0.23847
C  -0.19598  -0.15313  -0.16090
C  1.27351  -0.08277  -0.55632
C  2.04979  0.70943  0.40498
N  2.63391  1.34122  1.17841
C  -0.60332  -1.18483  0.81998
N  -0.84620  -1.37775  -0.61165
H  -0.31912  1.99198  0.09243
H  -1.26658  1.36773  -1.26832
H  -1.84112  1.14665  0.39756
H  1.38456  0.36274  -1.55208
H  1.68456  -1.09545  -0.60309
H  -1.44803  -0.95861  1.46799
H  0.13613  -1.85354  1.25652
H  -1.82201  -1.19692  -0.83544

LUMO, eV: 0.9
ΔE to the lowest compared entry with this formula, charge and spin, kJ/mol: 120.32
Net charge: 0
SMILES: C[C@@]1(CC#N)CN1
Frontier orbital gap, eV: 10.88



(5)
Entry from OMol25: a molecular structure, C39H40BrMnN2OP (ωB97M-V with the def2-TZVPD basis set).

Element x y z (Å)
Mn  0.25230  -0.83025  0.09782
N  -1.27113  -0.01389  2.78813
P  0.07525  -1.06027  2.66996
C  1.00152  -0.76066  4.17171
C  0.44683  -1.10992  5.40651
C  1.14569  -0.84583  6.57237
C  2.39673  -0.24390  6.51095
C  2.95147  0.09716  5.28642
C  2.25459  -0.15915  4.11451
C  -0.60078  -2.71445  2.72442
C  -1.51237  -2.88421  1.55337
C  -1.64188  -4.32335  0.97849
C  -1.00022  -5.39556  1.80502
C  -0.29335  -5.13374  2.90445
C  -0.01665  -3.75546  3.32703
C  -1.80791  0.73164  1.75414
C  -2.75553  1.72409  2.03628
C  -3.29969  2.43366  0.99554
C  -2.89494  2.16495  -0.31333
C  -1.95552  1.18715  -0.50499
N  -1.41930  0.46642  0.50368
H  -1.59576  0.23705  3.71013
H  -0.51656  -1.60439  5.45717
H  0.71947  -1.11586  7.52925
H  2.94175  -0.04360  7.42383
H  3.92646  0.56305  5.23998
H  2.68551  0.11397  3.16058
H  -2.45327  -2.33883  1.65694
H  -2.66714  -4.60048  0.72560
H  -1.11538  -6.42056  1.47177
H  0.15460  -5.94137  3.46772
H  0.73356  -3.59712  4.09372
H  -3.04188  1.91559  3.06132
H  -4.03608  3.20036  1.19700
H  -3.30056  2.70340  -1.15618
H  -1.59762  0.94129  -1.49574
C  3.17612  4.29090  -4.92236
C  3.46829  2.78486  -4.93315
C  2.81754  2.17240  -6.17181
C  4.98405  2.55932  -5.01562
C  2.94625  2.14931  -3.64577
C  2.06009  1.08069  -3.64261
C  1.66722  0.58126  -2.41878
Br  0.44082  -0.89949  -2.42951
C  2.08626  1.03144  -1.16772
O  1.63046  0.44691  -0.05033
C  2.99180  2.11067  -1.16823
C  3.37390  2.62180  -2.40792
C  3.60890  2.77213  0.07534
C  3.17644  2.15671  1.40592
C  5.13864  2.65016  -0.00383
C  3.21694  4.25759  0.10185
H  3.47034  4.73585  -5.87470
H  3.73024  4.80611  -4.13684
H  2.11348  4.48804  -4.76991
H  3.19639  2.67004  -7.06496
H  1.73151  2.28884  -6.16462
H  3.04787  1.10916  -6.26856
H  5.37931  2.97105  -5.94653
H  5.22370  1.49489  -4.98589
H  5.50691  3.04557  -4.19053
H  1.67435  0.65355  -4.55626
H  4.06888  3.45053  -2.40377
H  3.47090  1.10992  1.46295
H  2.10027  2.21601  1.56424
H  3.67286  2.70340  2.21169
H  5.44874  1.60363  -0.01371
H  5.59238  3.13163  0.86495
H  5.54344  3.12682  -0.89609
H  2.13238  4.37372  0.14957
H  3.57311  4.79756  -0.77509
H  3.64920  4.73643  0.98285
C  -0.72116  -2.56509  0.28185
C  -0.79717  -3.81735  -0.20356
C  -0.26916  -4.53685  -1.36637
C  1.02617  -4.30856  -1.82518
C  1.50392  -4.98433  -2.93705
C  0.69369  -5.90105  -3.59379
C  -0.59134  -6.14857  -3.13022
C  -1.06856  -5.47436  -2.01724
H  1.67082  -3.61666  -1.29672
H  2.51306  -4.80493  -3.28383
H  1.06806  -6.43084  -4.45956
H  -1.21970  -6.86979  -3.63548
H  -2.07134  -5.66882  -1.65585

LUMO (spin up / spin down), eV: -4.1 / -2.7
ΔE to the lowest compared entry with this formula, charge and spin, kJ/mol: 88.42
Spin multiplicity: 5
Net charge: +1
Frontier orbital gap (spin up / spin down), eV: 6.25 / 7.79



(6)
Entry from OMol25: a gas-phase ion, C5H12N3 (charge +1) (ωB97M-V with the def2-TZVPD basis set).

Element x y z (Å)
C  -0.46184  0.92841  -0.12296
C  1.67986  1.31163  0.01547
C  1.47275  -0.27020  0.22689
C  -0.59652  -1.05606  1.08738
C  -0.33616  -1.15508  -1.32751
N  0.39360  1.83548  -0.13046
N  -2.22325  1.01798  -0.08710
N  0.06536  -0.42135  0.01119
H  2.15452  1.66218  0.87612
H  2.31281  1.66594  -0.87279
H  2.18219  -0.84504  -0.32458
H  1.49836  -0.39195  1.28059
H  -0.08044  -1.95270  1.47565
H  -0.37952  -0.30995  1.86076
H  -1.62214  -1.13555  0.80021
H  -1.31626  -1.54209  -1.29331
H  -0.18933  -0.49492  -2.14887
H  0.40215  -1.98641  -1.49180
H  -2.44721  1.35534  0.83080
H  -2.50893  1.78433  -0.66568

LUMO, eV: -3.0
ΔE to the lowest compared entry with this formula, charge and spin, kJ/mol: 360.08
Net charge: +1
SMILES: C[N+]1(C)CCN=C1N
Frontier orbital gap, eV: 11.83



(7)
Entry from OMol25: a gas-phase ion, C2H7N3P (charge +1) (ωB97M-V with the def2-TZVPD basis set).

Element x y z (Å)
C  -0.94052  0.38189  -0.11120
C  0.84231  -1.29397  -0.08126
N  -0.49818  -0.81992  -0.33004
N  1.30508  1.35553  -0.41856
N  -1.91218  1.02780  0.28435
P  2.00570  0.08411  0.18887
H  0.90305  -1.82191  0.82430
H  1.16939  -1.94135  -0.91077
H  -1.11092  -1.70053  -0.38047
H  0.92362  1.46087  -1.29797
H  -2.96217  0.81540  0.32792
H  -1.78021  2.06230  0.36181
H  2.05502  0.38978  1.54301

LUMO (spin up / spin down), eV: -5.3 / -5.6
ΔE to the lowest compared entry with this formula, charge and spin, kJ/mol: 513.91
Net charge: +1
Frontier orbital gap (spin up / spin down), eV: 8.06 / 7.19



(8)
Entry from OMol25: 2 unconnected molecules or ions with the total composition C5H8O2 (ωB97M-V with the def2-TZVPD basis set).

Element x y z (Å)
C  0.51751  1.73675  -0.13774
C  -0.05588  0.71374  0.79477
O  0.80088  0.43815  1.81475
C  -1.24633  0.11984  0.63990
C  -0.08326  -1.53026  -1.52063
C  0.40814  -1.68752  -0.31160
O  0.92377  -2.00611  0.69518
H  0.50688  2.72414  0.33251
H  1.56079  1.48310  -0.35150
H  -0.04256  1.78424  -1.07515
H  0.75812  -0.50665  2.02011
H  -1.62294  -0.61607  1.34502
H  -1.87630  0.35191  -0.21166
H  0.05283  -2.36395  -2.19342
H  -0.60165  -0.64131  -1.84053

LUMO, eV: 0.9
ΔE to the lowest compared entry with this formula, charge and spin, kJ/mol: 195.25
Net charge: 0
SMILES: C=C(C)O.C=C=O
Frontier orbital gap, eV: 9.94